1.
The following is a DFT calculation (ωB97M-V/def2-TZVPD) of C3H3NO in the gas phase at a distorted geometry.

Structure (XYZ):
```
8
C3H3NO ωB97M-V/def2-TZVPD
C -1.06537 -0.07149 0.07750
C 0.50703 -0.07754 -0.75086
O -0.09941 1.06198 -0.78133
C 1.75966 -0.09097 0.05875
N 2.78059 -0.30736 0.56763
H -1.53276 0.78140 0.58073
H -1.71372 -0.58949 -0.61741
H -0.63600 -0.70653 0.86498
```

* charge: 0
* Kohn-Sham gap (spin up / spin down): 8.5 / 8.5 eV
* HOMO (spin up / spin down): -0.337 / -0.337 Ha
* lowest unoccupied orbital energy (spin up / spin down): -0.626 / -0.626 eV

Charges obtained by Mulliken population analysis, quoted in units of e: atom 1 (C): -0.495, atom 2 (C): 0.018, atom 3 (O): -0.216, atom 4 (C): 0.169, atom 5 (N): -0.336, atom 6 (H): 0.283, atom 7 (H): 0.259, atom 8 (H): 0.319

2.
The following is a DFT calculation (ωB97M-V/def2-TZVPD) of a molecular structure, C5H5Cl2NO5RhV at a distorted geometry.

Structure (XYZ):
```
20
C5H5Cl2NO5RhV ωB97M-V/def2-TZVPD
Rh 0.73233 -0.09424 -4.46822
V -0.49926 1.41374 0.18602
Cl 1.22605 -1.93772 -3.10136
Cl -1.13985 3.08436 -1.07705
C 1.36519 1.57352 -0.09664
C 1.09282 -1.31906 -5.74702
C 0.44973 1.20710 -5.69153
O 2.52152 1.53542 -0.24083
O 1.37278 -2.22543 -6.42790
O 0.31697 1.94743 -6.58198
N -0.21612 -0.58294 4.30137
C -1.29582 -0.91154 3.29484
C -0.94803 -0.10704 2.06318
O 0.20285 0.43806 2.05096
O -1.77609 0.07107 1.09763
H 0.72051 -0.68137 3.88795
H -0.26765 -1.19166 5.12247
H -0.30743 0.39747 4.60338
H -1.29506 -1.98788 3.09319
H -2.25546 -0.62928 3.73154
```

* multiplicity: 7
* charge: +4
* Kohn-Sham gap (spin up / spin down): 5.7 / 4.7 eV
* HOMO (spin up / spin down): -0.850 / -0.898 Ha
* lowest unoccupied orbital energy (spin up / spin down): -17.424 / -19.742 eV

Charges obtained by Mulliken population analysis, quoted in units of e: atom 1 (Rh): 0.559, atom 2 (V): 0.585, atom 3 (Cl): 0.307, atom 4 (Cl): 0.183, atom 5 (C): 0.548, atom 6 (C): 0.588, atom 7 (C): 0.496, atom 8 (O): -0.119, atom 9 (O): 0.032, atom 10 (O): 0.013, atom 11 (N): -0.320, atom 12 (C): -0.541, atom 13 (C): 1.355, atom 14 (O): -0.824, atom 15 (O): -0.672, atom 16 (H): 0.343, atom 17 (H): 0.359, atom 18 (H): 0.369, atom 19 (H): 0.357, atom 20 (H): 0.385

3.
The following is a DFT calculation (ωB97M-V/def2-TZVPD) of 2 unconnected molecules or ions with the total composition C3H2F4O4S2 at a distorted geometry.

Structure (XYZ):
```
15
C3H2F4O4S2 ωB97M-V/def2-TZVPD
C 2.36502 -0.89296 -0.25785
C 0.18702 0.27487 0.24147
C 0.85482 -0.80918 0.03894
O -4.28642 1.31975 -0.21018
O 1.38822 2.42477 1.13270
O -4.44332 -1.07956 -0.81596
O 2.15290 1.61233 -1.03247
F 2.78025 -1.94289 -1.01221
F 3.14056 -0.89961 0.89519
F 0.28112 -2.08040 0.24618
F -3.62777 -0.44101 1.51584
S -3.60953 0.03415 -0.27996
S 1.00391 2.01174 -0.18218
H 2.60151 0.17496 -0.80886
H -0.78828 0.29302 0.52937
```

* charge: -2
* Kohn-Sham gap: 7.3 eV
* HOMO: -0.057 Ha
* lowest unoccupied orbital energy: 5.733 eV

Charges obtained by Mulliken population analysis, quoted in units of e: atom 1 (C): 0.470, atom 2 (C): -0.554, atom 3 (C): 0.125, atom 4 (O): -0.575, atom 5 (O): -0.584, atom 6 (O): -0.619, atom 7 (O): -0.695, atom 8 (F): -0.312, atom 9 (F): -0.293, atom 10 (F): -0.304, atom 11 (F): -0.498, atom 12 (S): 0.704, atom 13 (S): 0.455, atom 14 (H): 0.128, atom 15 (H): 0.551

4.
The following is a DFT calculation (ωB97M-V/def2-TZVPD) of a molecular structure, C10H11ClNS at a distorted geometry.

Structure (XYZ):
```
24
C10H11ClNS ωB97M-V/def2-TZVPD
C 2.07394 -1.31702 -0.40775
C 3.40075 -1.19795 -0.38948
C 2.27076 0.94777 0.20788
C 1.38605 -0.05735 -0.09340
C -2.85148 -0.69216 -0.23156
C -1.94622 -1.16271 -1.33319
C -2.34149 0.04543 0.74764
C -0.64025 -0.81855 -1.36795
C -0.82918 0.25317 0.81311
C -0.03876 -0.03341 -0.30407
N -0.61902 1.60809 1.41912
S 3.87752 0.38247 0.21996
Cl -0.21357 2.14260 -1.31067
H 1.65849 -2.36043 -0.68339
H 4.18120 -1.88037 -0.44553
H 2.03278 1.89112 0.72018
H -3.94077 -0.92125 -0.28545
H -2.51302 -1.55253 -2.16532
H -2.92848 0.42250 1.60866
H 0.05402 -1.31845 -2.06805
H -0.49409 -0.50280 1.54950
H -0.41448 2.03950 0.16045
H 0.22503 1.90231 1.88984
H -1.38974 2.18002 1.74946
```

* charge: +1
* Kohn-Sham gap: 7.3 eV
* HOMO: -0.473 Ha
* lowest unoccupied orbital energy: -5.533 eV

Charges obtained by Mulliken population analysis, quoted in units of e: atom 1 (C): -0.956, atom 2 (C): -0.392, atom 3 (C): -0.487, atom 4 (C): 0.610, atom 5 (C): -0.490, atom 6 (C): -0.423, atom 7 (C): -0.708, atom 8 (C): -0.550, atom 9 (C): 0.555, atom 10 (C): 0.245, atom 11 (N): -0.431, atom 12 (S): -0.067, atom 13 (Cl): -0.266, atom 14 (H): 0.323, atom 15 (H): 0.504, atom 16 (H): 0.261, atom 17 (H): 0.398, atom 18 (H): 0.415, atom 19 (H): 0.378, atom 20 (H): 0.597, atom 21 (H): 0.411, atom 22 (H): 0.481, atom 23 (H): 0.281, atom 24 (H): 0.312

Molar mass, record by record: 69.1, 383.9, 242.2, 212.7 g mol⁻¹
Energy above the lowest of the compared OMol25 structures with the same formula, charge and spin, record by record: 114.0, 0.0, 8.3, 42.9 kcal per mole